C60H67ClF7I2N4O9P4S as an isolated structure, computed with wB97M-V/def2-TZVPD.

The geometry in XYZ format:
```
155
Properties=species:S:1:pos:R:3:forces:R:3:lowdin_charge:R:1
C 1.99846 2.84775 2.99340 0.299 0.297 -0.734 -0.19
C 2.71319 2.22054 1.64201 -0.632 2.728 1.551 -0.68
I 1.34134 2.75836 0.02661 0.480 -0.188 0.224 0.94
C 3.38337 0.82086 1.80045 2.861 1.543 1.915 -0.22
C 3.07399 -0.70222 1.61134 1.676 -0.595 -2.320 -0.24
C 3.49326 -0.93467 0.05841 1.380 -0.262 -0.946 -0.16
O 2.97539 0.06360 -0.88444 -0.289 0.121 1.887 -0.24
N 3.92733 0.20599 -1.87722 3.719 4.833 -0.756 0.03
O 4.56019 1.29367 -1.80108 -3.610 -5.206 0.036 0.06
C 4.26816 -1.53311 2.38874 0.324 0.184 -0.017 -0.71
Cl 4.98648 -2.99008 1.47145 -1.045 0.433 0.033 0.70
P 5.97958 -0.61574 2.57226 2.781 -1.435 2.067 0.74
N 6.99765 -1.62848 3.30667 -0.750 1.583 -1.401 -0.31
O 4.04631 -1.94380 3.72192 -0.525 0.655 -0.861 -0.22
C 2.80576 -2.58835 4.03676 -0.286 -0.751 1.042 -0.76
N 2.86646 -4.00940 3.64878 0.902 0.172 0.020 0.04
S 2.79630 -2.73673 5.94127 0.129 0.593 0.307 0.83
C 1.64686 -1.63977 3.50229 -0.147 0.612 3.541 -0.54
P -0.09311 -2.23092 4.12899 -0.968 1.024 -1.206 0.90
P -0.28548 -4.34310 4.51031 -0.324 -5.609 5.105 0.43
O 0.26381 -4.82651 5.88046 -1.091 2.087 -3.950 -0.38
O -1.99725 -4.61389 4.65378 2.827 1.038 -2.244 -0.21
O 0.23670 -5.44543 3.35063 -1.603 1.927 0.527 -0.23
P 1.74700 -0.10414 4.60264 -0.861 -1.376 -1.563 0.81
O 3.10565 0.42981 5.30034 -0.003 1.418 -0.593 -0.26
O 0.28925 0.72046 4.82591 0.880 -0.540 0.432 -0.27
N 1.69399 -1.31411 1.98144 -0.995 -1.030 0.009 -0.12
C 0.62974 -0.36075 1.57132 -1.308 4.302 -2.188 -0.21
O -0.76295 -0.70165 1.63845 -0.089 -0.104 0.038 -0.18
C -1.59765 0.21450 0.93255 -3.362 2.265 -3.648 -0.20
C -1.91713 1.67318 1.32643 -0.662 -0.910 -1.640 -0.04
C -2.85542 2.62507 0.50861 0.566 -4.176 -1.406 -0.03
C -3.56234 2.07187 -0.77658 2.537 -2.290 2.521 -0.03
C -3.28612 0.57559 -1.18485 1.475 1.695 2.903 -0.02
C -2.30897 -0.33322 -0.35919 -0.937 3.261 0.626 0.03
C 1.42428 -2.63030 1.28186 0.253 -4.411 -1.061 -0.24
C 0.51388 -2.82130 0.00986 -1.400 0.077 -1.132 -0.63
C 0.80880 -2.17489 -1.39221 0.210 -0.159 -1.517 -0.20
I 0.72340 -5.01619 -0.40181 -0.135 1.383 0.421 1.06
H 2.06895 4.00251 2.93099 -0.145 -1.927 -0.120 0.08
H 2.58653 2.55418 3.92854 -0.954 0.160 -1.203 0.07
H 0.88505 2.61064 3.03248 1.618 0.160 0.273 0.02
H 3.54052 3.03369 1.49472 -1.098 -2.142 -0.056 0.10
H 3.77661 0.93048 2.89443 -0.798 -0.236 -1.720 0.09
H 4.35861 1.00610 1.18070 -1.716 -0.826 0.877 0.11
H 3.33924 -1.94335 -0.40694 -0.134 0.869 0.901 0.10
H 4.63800 -0.74385 -0.00705 -1.888 -0.645 0.738 0.11
H 5.83174 0.50933 3.46868 -0.610 -0.462 -0.934 0.04
H 6.47804 -0.16676 1.29858 -0.940 0.098 0.438 0.04
H 7.82167 -1.79487 2.70558 -0.669 -0.174 0.411 -0.02
H 2.50770 -4.63164 4.40691 -0.107 0.945 -0.720 0.04
H 3.88285 -4.25271 3.66283 -0.957 0.298 -0.485 0.06
H 1.59512 -2.27808 6.44454 0.770 -0.183 -0.844 -0.10
H -0.32822 -1.71840 5.47478 0.718 -0.815 -0.850 0.00
H -2.36290 -4.53844 3.73663 -0.120 0.042 0.991 0.07
H -0.51371 -6.01768 3.06711 0.658 0.417 0.218 0.09
H 3.84086 -0.15572 5.56898 -1.111 -0.528 0.195 0.08
H -0.35521 0.62383 4.08903 0.872 0.180 0.232 0.05
H 0.63044 0.64992 2.13887 1.253 -1.770 -0.721 0.11
H 0.82893 -0.12436 0.45302 0.104 -0.343 1.854 0.11
H -1.41850 2.11085 2.27060 -0.912 -0.710 -1.695 0.08
H -2.98889 3.69472 0.87884 0.185 -1.763 -0.675 0.08
H -4.27966 2.72449 -1.38603 1.348 -1.202 1.108 0.07
H -3.84106 0.17688 -2.11358 1.180 0.532 1.754 0.09
H -2.17844 -1.40601 -0.73259 -0.092 1.777 0.784 0.07
H 2.38732 -3.21655 1.00298 -1.162 1.668 0.806 0.08
H 0.97947 -3.44063 1.98986 0.705 1.942 -0.590 0.07
H -0.63062 -2.77325 0.17669 2.168 0.210 0.214 0.08
H 0.74207 -1.04038 -1.49330 0.002 -1.411 0.582 0.08
H 0.03399 -2.59477 -2.14594 1.186 0.677 1.376 0.09
H 1.82939 -2.48605 -1.84542 -1.573 0.466 0.954 0.08
F -2.95034 -3.08966 -2.02222 0.361 0.073 -0.028 0.03
C -4.23319 -3.47939 -1.89947 -1.040 -0.320 0.093 -0.29
C -4.55559 -4.48551 -1.00270 0.190 0.008 0.084 -0.02
C -5.88186 -4.88484 -0.87205 -0.035 0.241 -0.237 -0.08
C -6.86826 -4.28047 -1.64772 -0.020 -0.032 0.035 -0.09
C -6.53154 -3.27438 -2.54874 0.136 -0.172 0.218 -0.07
C -5.20711 -2.86716 -2.67175 0.157 0.148 -0.075 -0.02
H -3.77287 -4.94995 -0.41362 -0.008 0.029 -0.057 0.11
H -6.14662 -5.66612 -0.16772 0.062 0.071 -0.084 0.11
H -7.90197 -4.59559 -1.54847 0.127 0.037 -0.019 0.11
H -7.30037 -2.80757 -3.15516 0.113 -0.029 0.057 0.11
H -4.92804 -2.07935 -3.36196 0.020 -0.073 0.003 0.11
F -0.95588 4.05366 3.47618 0.019 -0.290 0.086 0.03
C -1.22184 5.35721 3.26397 -0.216 1.063 -0.181 -0.28
C -2.49394 5.73618 2.86514 -0.042 -0.205 -0.016 -0.03
C -2.76990 7.08283 2.65083 0.329 0.026 0.066 -0.07
C -1.76746 8.03335 2.82763 -0.039 0.016 -0.012 -0.08
C -0.49236 7.64038 3.22379 -0.269 -0.127 -0.061 -0.07
C -0.21886 6.29514 3.44889 0.135 -0.176 0.024 -0.02
H -3.25923 4.98141 2.72510 0.019 0.031 0.097 0.11
H -3.76414 7.39126 2.34604 0.102 -0.073 0.027 0.11
H -1.98232 9.08314 2.65606 0.031 -0.128 0.024 0.11
H 0.28835 8.38159 3.35725 -0.072 -0.110 0.009 0.11
H 0.76583 5.97237 3.76635 -0.061 0.004 0.000 0.11
F -1.30794 -11.26496 -0.95643 -0.071 -0.021 0.018 0.07
C -0.21319 -10.50959 -1.12273 0.584 0.361 -0.097 -0.28
C 0.95547 -11.09585 -1.58357 0.001 -0.142 -0.034 -0.01
C 2.09000 -10.31052 -1.76083 -0.258 0.214 0.134 -0.07
C 2.04586 -8.95005 -1.46498 0.091 0.091 -0.005 -0.09
C 0.86825 -8.37403 -0.99827 0.121 -0.537 -0.155 -0.14
C -0.26971 -9.15587 -0.83111 -0.179 0.127 0.097 -0.01
H 0.97305 -12.15745 -1.80063 -0.049 0.068 0.013 0.12
H 3.00744 -10.75750 -2.12819 -0.116 0.020 0.050 0.11
H 2.93278 -8.33868 -1.59933 -0.095 -0.067 0.016 0.10
H 0.83636 -7.31354 -0.76396 -0.002 -0.662 -0.106 -0.12
H -1.19760 -8.72166 -0.47703 0.017 -0.074 -0.022 0.12
F -5.31069 3.71490 -2.82038 0.149 -0.084 -0.019 0.02
C -6.64305 3.91509 -2.79737 -1.167 0.170 0.022 -0.28
C -7.47994 2.87866 -2.41502 0.189 -0.137 0.040 -0.02
C -8.85514 3.08655 -2.38628 0.100 0.311 -0.112 -0.08
C -9.37764 4.32519 -2.75059 -0.029 -0.032 0.015 -0.09
C -8.52743 5.35712 -3.13762 0.014 -0.300 0.100 -0.07
C -7.15156 5.15332 -3.15599 0.232 0.087 -0.046 -0.01
H -7.05546 1.91892 -2.14279 0.000 0.052 -0.005 0.11
H -9.51894 2.28476 -2.08125 0.104 0.063 -0.039 0.11
H -10.45088 4.48518 -2.73213 0.131 -0.015 -0.005 0.11
H -8.93624 6.31994 -3.42494 0.086 -0.095 0.037 0.11
H -6.47431 5.94824 -3.44608 -0.025 -0.048 0.020 0.11
F 0.59476 6.73407 -4.67349 0.146 0.047 -0.003 0.06
C -0.68006 6.33349 -4.54898 -0.800 -0.250 0.072 -0.28
C -0.99160 5.32313 -3.65200 0.144 -0.061 0.090 -0.02
C -2.31396 4.91122 -3.51912 -0.048 0.245 -0.241 -0.08
C -3.30774 5.50694 -4.29243 -0.044 0.035 -0.039 -0.09
C -2.98217 6.51728 -5.19361 0.219 -0.208 0.267 -0.07
C -1.66174 6.93725 -5.31902 0.080 0.203 -0.039 -0.01
H -0.20347 4.86571 -3.06479 -0.002 0.057 -0.042 0.11
H -2.56999 4.12659 -2.81457 0.057 0.055 -0.066 0.08
H -4.33651 5.18238 -4.19146 0.208 0.045 -0.065 0.07
H -3.75670 6.97747 -5.79826 0.112 -0.015 0.048 0.11
H -1.39188 7.72777 -6.00851 -0.053 -0.218 0.196 0.09
F 8.29674 -8.83900 2.98974 0.056 -0.015 -0.023 0.07
C 7.12400 -8.30963 3.36476 -0.619 0.274 0.205 -0.28
C 7.04521 -6.95218 3.63412 0.188 0.145 -0.055 -0.01
C 5.82687 -6.40202 4.01841 -0.175 -0.394 -0.073 -0.09
C 4.70358 -7.21764 4.13937 0.019 0.115 -0.026 -0.10
C 4.79597 -8.58042 3.87108 0.159 0.215 -0.023 -0.08
C 6.01133 -9.12920 3.47612 0.018 -0.144 -0.032 -0.01
H 7.93144 -6.33506 3.54267 -0.032 -0.069 -0.004 0.12
H 5.75250 -5.33859 4.22444 0.156 -0.063 0.033 0.09
H 3.75363 -6.78851 4.44377 0.064 -0.109 0.006 0.09
H 3.92152 -9.21483 3.96972 0.115 0.046 -0.026 0.11
H 6.09963 -10.18630 3.25474 0.040 0.066 0.026 0.12
F -0.75766 8.40648 -7.78236 -0.123 0.024 -0.264 0.04
C 0.41839 9.05817 -7.76983 0.882 0.490 -0.016 -0.28
C 0.68638 9.95898 -6.75109 -0.174 -0.032 0.107 -0.02
C 1.90516 10.62940 -6.73535 0.035 -0.192 -0.294 -0.08
C 2.83718 10.39908 -7.74445 0.020 0.032 0.039 -0.10
C 2.55477 9.49572 -8.76518 -0.142 0.103 0.265 -0.08
C 1.34077 8.81685 -8.77542 -0.107 -0.143 -0.108 -0.01
H -0.05456 10.13137 -5.97889 0.028 -0.032 -0.046 0.12
H 2.12843 11.33082 -5.93862 -0.066 -0.074 -0.079 0.11
H 3.78606 10.92587 -7.73385 -0.112 -0.061 -0.008 0.10
H 3.28006 9.32048 -9.55264 -0.102 -0.012 0.078 0.11
H 1.10764 8.10357 -9.55731 -0.030 0.046 0.052 0.12
```
Positions in Å, forces in eV/Å.

Summary:
Largest force on an atom = 7.59 eV/Å
Lowest unoccupied orbital energy = -3.686 eV
Net charge = +1
Orbital gap = 6.2 eV